Record 1
36
Properties=species:S:1:pos:R:3:forces:R:3 method="wB97M-V/def2-TZVPD" homo_ev=-9.362 total_charge=0 relative_energy_kcal_mol=50.39
C 3.174 -1.591 0.471 0.34 0.10 0.09
C 3.101 -0.941 -1.004 -0.10 -1.21 0.44
C 1.609 -0.785 -1.569 0.43 1.01 -0.32
C 1.092 0.750 -1.572 -0.19 -0.42 -0.14
C 0.832 1.323 -0.108 0.66 0.12 0.24
C -0.079 2.624 0.096 -1.97 1.38 -0.82
O -0.292 3.598 -0.634 1.04 -2.98 1.48
N -0.793 2.526 1.406 0.95 -0.70 0.13
C 0.092 1.561 2.172 0.05 0.10 -2.35
C 0.246 0.405 1.045 1.56 -0.86 2.32
C -0.997 -0.555 0.792 -0.64 0.09 -0.50
C -1.869 -0.250 -0.512 -0.88 -0.71 -0.27
C -3.453 -0.336 -0.227 0.44 -0.07 0.35
N -3.984 -1.728 -0.455 -0.53 0.90 0.28
H 4.011 -2.374 0.511 -1.25 1.09 -0.02
H 3.426 -0.810 1.269 -0.46 -1.04 -1.09
H 2.190 -2.096 0.769 1.40 0.65 -0.49
H 3.627 -1.684 -1.696 -0.59 1.13 0.87
H 3.707 0.017 -1.005 -0.90 -0.99 -0.20
H 0.904 -1.471 -1.000 0.85 0.86 -0.82
H 1.649 -1.094 -2.668 -0.30 0.31 1.50
H 1.942 1.348 -2.032 -1.23 -0.56 0.46
H 0.175 0.847 -2.253 1.31 -0.12 1.04
H 1.888 1.636 0.224 -1.46 -0.43 -0.12
H -1.734 2.095 1.340 0.67 0.67 -0.42
H -0.232 1.252 3.209 0.16 0.48 -1.35
H 1.081 2.143 2.145 -1.16 -1.24 0.90
H 1.009 -0.310 1.523 -0.57 1.11 -1.21
H -0.620 -1.634 0.689 -0.43 1.60 0.27
H -1.727 -0.568 1.679 1.25 0.20 -0.99
H -1.645 0.731 -1.033 -0.13 -1.02 0.90
H -1.654 -1.082 -1.267 -0.32 1.26 0.83
H -4.036 0.363 -0.908 0.88 -0.80 0.86
H -3.665 -0.063 0.864 0.35 0.16 -1.41
H -4.978 -1.593 -0.693 0.61 -0.39 0.10
H -4.000 -2.251 0.431 0.15 0.31 -0.51

Record 2
36
Properties=species:S:1:pos:R:3:forces:R:3 method="wB97M-V/def2-TZVPD" homo_ev=-8.413 total_charge=0 relative_energy_kcal_mol=12.26
C -0.483 -2.212 0.542 -0.24 -0.08 -0.05
C -1.860 -1.961 -0.062 0.27 0.17 -0.10
C -2.092 -0.511 -0.507 -0.40 -0.12 0.11
C -3.417 -0.421 -1.266 0.30 -0.01 -0.02
C -2.082 0.472 0.678 0.29 0.01 -0.09
C -0.748 1.201 0.851 -0.24 0.05 -0.11
C -0.552 2.318 -0.176 0.32 -0.10 0.23
C 0.927 2.675 -0.352 -0.32 0.27 0.00
N 1.652 1.640 -1.058 -0.39 0.21 -0.55
C 2.319 0.667 -0.420 0.73 -0.96 -0.20
N 2.706 0.673 0.779 -0.31 0.84 0.29
C 3.409 -0.495 1.200 0.03 -0.37 0.11
C 3.743 -1.406 -0.009 0.11 -0.02 -0.20
S 2.761 -0.786 -1.402 -0.12 0.20 0.16
H -0.354 -1.659 1.469 0.09 0.06 0.13
H -0.360 -3.271 0.761 0.08 -0.08 0.07
H 0.298 -1.916 -0.155 0.15 0.05 -0.03
H -2.630 -2.240 0.661 -0.11 -0.01 -0.03
H -1.978 -2.610 -0.933 -0.08 -0.04 0.00
H -1.286 -0.243 -1.199 0.07 0.03 -0.02
H -4.246 -0.683 -0.612 -0.14 -0.02 0.07
H -3.580 0.588 -1.639 -0.08 0.11 -0.04
H -3.422 -1.103 -2.114 -0.07 -0.08 -0.10
H -2.867 1.219 0.541 -0.09 0.02 0.05
H -2.316 -0.072 1.595 -0.10 -0.03 0.06
H 0.067 0.486 0.760 0.04 -0.05 0.09
H -0.691 1.630 1.853 0.12 -0.01 0.04
H -0.951 2.007 -1.144 -0.06 0.05 -0.09
H -1.101 3.208 0.134 -0.09 0.04 -0.04
H 1.024 3.603 -0.925 0.04 -0.02 0.14
H 1.410 2.800 0.617 0.00 0.09 -0.07
H 1.319 1.416 -1.983 0.06 0.02 0.09
H 2.783 -1.033 1.922 0.15 -0.03 -0.02
H 4.326 -0.192 1.713 -0.06 -0.15 0.01
H 4.794 -1.344 -0.288 -0.05 -0.06 0.09
H 3.477 -2.446 0.170 0.07 0.01 0.03

Record 3
36
Properties=species:S:1:pos:R:3:forces:R:3 method="wB97M-V/def2-TZVPD" homo_ev="-12.328 / -12.326" total_charge=+1 relative_energy_kcal_mol=56.59
C 0.828 -0.726 -0.111 3.11 -1.28 1.86
C -0.580 -0.914 -0.093 -2.54 1.31 -0.40
C -1.002 1.340 0.635 0.04 2.86 -0.36
C 1.697 -1.927 0.456 -1.41 -0.25 -5.78
C -1.167 -2.189 -0.491 -0.78 -1.70 -0.87
C 3.105 1.822 0.248 -2.45 0.44 1.80
C 3.756 -0.116 -1.153 -3.32 -0.77 -1.89
C -3.165 0.678 -1.494 -0.89 -1.76 0.06
C -3.731 0.860 0.866 1.81 1.40 0.61
C 2.816 0.415 -0.096 0.77 -0.89 2.19
C -2.856 0.071 -0.132 -1.65 1.76 1.29
N 1.355 0.400 -0.346 0.54 -0.69 -0.61
N -1.397 0.109 0.158 1.35 -1.39 1.03
N -0.412 1.458 1.785 -0.24 -1.43 -0.04
H 1.113 -2.822 0.227 0.40 -0.11 0.82
H 2.628 -2.005 -0.182 -1.14 -0.06 1.25
H 1.877 -1.733 1.429 0.69 0.17 3.30
H -1.866 -2.099 -1.331 -0.29 0.30 0.42
H -0.469 -2.903 -0.911 0.53 0.16 0.15
H -1.654 -2.735 0.341 0.02 0.52 -0.32
H 2.992 2.357 -0.618 -0.04 1.73 -2.23
H 4.018 2.033 0.690 1.96 0.09 0.76
H 2.301 2.236 0.927 0.85 -0.51 -0.48
H 3.721 0.447 -2.073 0.19 0.52 -0.19
H 3.485 -1.131 -1.469 -0.07 0.16 -0.02
H 4.699 -0.219 -0.793 2.89 0.21 1.14
H -4.288 0.428 -1.689 2.10 0.86 0.11
H -2.538 0.101 -2.186 -0.28 0.71 -0.57
H -2.915 1.748 -1.411 -0.28 -0.48 -0.57
H -4.751 0.692 0.668 -1.24 -0.24 -0.69
H -3.541 1.952 0.876 -0.11 -0.56 -0.37
H -3.615 0.565 1.884 0.38 -0.52 0.87
H 3.089 -0.227 0.828 -0.82 1.05 -1.19
H -3.217 -0.898 0.089 0.17 -1.41 -0.70
H -0.147 0.566 2.248 0.04 0.92 0.41
H -0.165 2.369 2.223 -0.29 -1.14 -0.78

Record 4
41
Properties=species:S:1:pos:R:3:forces:R:3 method="wB97M-V/def2-TZVPD" homo_ev=-9.130 total_charge=0 relative_energy_kcal_mol=39.42
N 4.969 -0.413 -0.516 -1.66 -1.27 -1.14
C 4.911 0.764 0.287 -2.58 0.45 0.36
C 3.674 0.713 1.292 0.41 -0.21 -0.69
C 2.240 0.625 0.714 0.51 0.07 -0.35
C 1.778 -0.815 0.471 0.15 -0.21 -2.18
C 0.318 -0.942 -0.040 -0.27 -0.11 0.92
N -0.541 -0.971 1.146 0.27 -1.15 -0.04
C -1.930 -0.936 1.038 0.56 0.68 2.96
O -2.619 -1.093 2.049 0.58 -0.53 -1.10
C -2.561 -0.402 -0.196 -0.82 0.07 0.70
N -3.697 -1.259 -0.550 -0.76 0.75 0.11
C -3.046 1.016 0.119 -0.50 2.04 -0.92
C -2.027 2.136 0.530 0.63 -1.20 0.25
C -1.085 2.650 -0.590 -0.54 1.18 1.64
N -1.225 3.972 -0.945 -2.22 0.18 1.25
O -0.147 2.037 -1.025 0.48 -1.31 -0.73
C 0.007 -2.232 -0.836 1.13 3.36 -0.79
O -0.690 -3.120 -0.481 -0.19 -1.13 0.03
O 0.541 -2.077 -2.099 -0.25 -1.57 1.22
H 4.148 -0.621 -1.126 1.11 0.64 0.65
H 5.802 -0.414 -1.057 0.54 -0.20 -0.65
H 5.067 1.732 -0.250 -0.62 -0.43 0.30
H 5.718 0.618 0.912 1.98 0.36 1.57
H 3.785 1.537 1.996 -0.16 0.21 -0.14
H 3.784 -0.194 1.891 0.41 -0.03 0.03
H 1.515 1.012 1.402 -0.23 0.68 0.56
H 2.185 1.247 -0.194 -0.25 -0.40 0.16
H 1.930 -1.455 1.330 0.07 -0.09 0.36
H 2.374 -1.228 -0.351 0.17 -0.17 0.30
H 0.124 -0.049 -0.668 -0.03 -0.61 0.28
H -0.191 -1.750 1.756 -0.88 1.35 -0.27
H -1.850 -0.406 -1.011 -0.13 0.21 -0.40
H -4.365 -1.416 0.226 0.83 0.60 -0.34
H -3.311 -2.155 -0.715 0.29 -1.19 -0.47
H -3.469 1.382 -0.836 -0.46 -0.28 0.51
H -3.801 1.105 0.943 0.42 -0.89 -0.95
H -2.594 2.977 0.974 0.36 -0.48 -0.22
H -1.422 1.621 1.326 -0.08 1.03 -0.56
H -2.051 4.517 -0.590 1.43 -0.90 -0.90
H -0.796 4.215 -1.810 0.23 0.43 -0.37
H 0.518 -3.006 -2.378 0.03 0.08 -0.97

Record 5
46
Properties=species:S:1:pos:R:3:forces:R:3 method="wB97M-V/def2-TZVPD" homo_ev=-12.522 total_charge=+1
N 2.861 -2.615 0.138 0.67 -0.11 -0.51
C 2.999 -2.019 -0.969 -0.71 0.11 0.22
C 1.992 -0.910 -1.310 0.42 0.81 0.13
C 2.240 0.262 -0.376 0.16 -0.06 -0.14
C 3.369 1.029 -0.257 -0.51 -0.65 -0.89
C 4.629 0.797 -1.050 0.50 -0.22 1.03
C 5.794 1.751 -0.697 0.33 -0.14 -1.12
O 5.816 2.121 0.680 0.22 -0.62 -0.18
C 6.235 1.104 1.514 -0.89 0.04 1.24
O 5.581 0.849 2.485 0.54 0.15 -0.56
N 3.087 1.982 0.693 0.55 0.42 -0.04
C 1.870 1.818 1.170 0.56 0.49 0.02
N 1.337 0.770 0.547 -1.39 0.71 -0.22
P -0.278 0.220 0.940 -1.05 -3.84 1.70
N -0.183 -1.217 1.475 0.27 0.81 -0.18
O -0.861 1.247 2.039 0.59 0.78 -1.50
O -1.176 0.231 -0.387 1.40 2.28 1.10
H 3.629 -3.288 0.200 -0.25 -0.12 0.40
H 3.827 -2.239 -1.657 -0.36 0.15 -0.11
H 0.944 -1.221 -1.230 0.35 -0.31 0.09
H 2.134 -0.526 -2.332 0.00 -0.25 0.21
H 4.435 0.765 -2.132 0.00 0.33 0.28
H 4.962 -0.225 -0.799 -0.17 0.26 -0.02
H 5.727 2.656 -1.310 0.05 0.02 0.46
H 6.740 1.252 -0.960 -0.23 0.20 0.01
H 7.186 0.580 1.303 -0.24 0.38 -0.51
H 3.718 2.717 0.990 0.16 -0.28 0.08
H 1.454 2.472 1.924 -0.26 -0.37 -0.15
H -0.532 -1.298 2.423 0.11 -0.59 -0.11
H -0.791 0.821 2.905 -0.08 0.07 0.01
H -1.621 1.101 -0.374 -0.29 -0.23 -0.82
O -7.209 -1.689 -1.579 0.23 -0.02 -0.22
S -6.725 -0.461 -1.034 -0.25 0.21 0.53
O -5.946 0.445 -1.822 0.04 -0.15 -0.17
O -5.930 -0.775 0.318 -0.21 0.10 0.03
C -4.874 -1.748 0.265 0.57 -0.38 -0.12
C -3.616 -1.184 -0.366 -0.34 -0.10 -0.30
C -8.063 0.423 -0.304 -0.02 0.02 0.12
H -5.209 -2.646 -0.258 -0.15 0.11 -0.04
H -4.670 -2.034 1.296 -0.25 0.15 0.06
H -3.772 -0.972 -1.425 0.01 -0.01 0.02
H -2.791 -1.890 -0.279 -0.03 0.00 0.13
H -3.339 -0.250 0.113 -0.16 -0.06 0.19
H -8.626 -0.254 0.331 0.03 -0.02 -0.02
H -8.690 0.793 -1.113 0.07 -0.05 -0.06
H -7.663 1.255 0.269 0.02 -0.01 -0.03

Record 6
36
Properties=species:S:1:pos:R:3:forces:R:3 method="wB97M-V/def2-TZVPD" homo_ev=-9.710 total_charge=0 relative_energy_kcal_mol=33.37
C -2.649 2.880 -0.003 0.25 -0.38 -0.42
C -1.943 1.530 -0.360 0.28 0.17 0.44
C -2.760 0.358 0.122 -0.69 -1.98 0.14
C -1.978 -1.026 0.241 -2.00 0.18 0.67
C -1.269 -1.515 -1.070 -0.95 0.07 1.90
C 0.111 -0.949 -1.202 1.60 -1.31 -0.98
C 1.067 -1.296 -0.027 -0.75 -0.52 1.07
C 2.559 -1.269 -0.357 0.40 -2.45 -0.52
C 3.024 -0.032 -1.028 0.28 3.61 -1.09
C 3.403 1.223 -0.117 1.92 -0.95 -2.82
O 4.050 2.137 -0.565 -0.34 -0.25 0.18
O 3.058 1.112 1.118 -0.36 0.69 1.73
O 0.826 -0.315 1.008 0.18 0.26 -0.89
C 0.599 -0.740 2.312 1.88 1.06 1.72
H -3.654 2.813 -0.481 0.54 0.36 0.51
H -2.081 3.693 -0.486 -0.41 -0.09 0.33
H -2.764 3.106 1.105 0.25 -0.56 -1.37
H -1.929 1.352 -1.473 0.49 0.83 0.93
H -0.910 1.416 0.056 -0.71 0.61 -0.37
H -3.434 0.147 -0.733 -0.48 0.16 0.80
H -3.383 0.537 1.076 1.05 -0.17 -1.41
H -1.285 -0.955 1.081 -0.21 -0.13 -0.38
H -2.807 -1.755 0.599 1.44 0.82 -0.82
H -1.267 -2.594 -1.011 0.21 -0.45 -0.22
H -1.880 -1.236 -1.910 -0.26 0.10 -0.50
H -0.005 0.095 -1.316 0.33 1.24 0.14
H 0.588 -1.276 -2.172 -0.41 0.05 0.91
H 0.741 -2.297 0.421 0.63 1.01 -0.72
H 2.663 -2.127 -1.095 0.18 0.86 0.80
H 3.283 -1.502 0.495 -1.37 0.11 -0.75
H 2.248 0.521 -1.638 0.49 -1.20 0.15
H 3.896 -0.164 -1.714 -0.69 0.00 0.66
H 2.261 0.570 1.066 -0.90 -0.65 0.89
H 1.572 -0.784 2.944 -1.43 0.06 -1.01
H 0.111 -1.675 2.389 -0.47 -1.20 -0.14
H -0.061 0.015 2.729 0.02 0.04 0.44